# 1
Below is a molecular structure, AlH6O3 in a non-equilibrium geometry, with properties calculated with the ωB97M-V functional and the def2-TZVPD basis.

## Properties
Molar mass = 81.0 g/mol
E_tot = -12794.4594 eV
Max |F| = 1.52 eV/Å
Lowest unoccupied orbital energy = -20.456 eV
Orbital gap = 0.059 hartree
Highest occupied orbital energy = -22.052 eV
ΔE to the lowest compared entry with this formula, charge and spin = 90.0 kcal/mol

The geometry in ORCA input format:
```
! wB97M-V def2-TZVPD RIJCOSX def2/J DEFGRID3
* xyz 3 1
H 2.723 2.720 -2.224
O -4.572 -3.363 -1.784
O 3.251 1.965 -1.966
O 1.295 1.602 3.750
H 1.668 2.483 3.740
Al 0.798 -2.575 -0.054
H 4.154 2.233 -2.141
H -5.368 -3.271 -1.259
H 0.926 1.507 4.628
H -4.874 -3.300 -2.690
*
```

---

# 2
Below is a molecular structure, C5H22BaO7 in a non-equilibrium geometry, with properties calculated with the ωB97M-V functional and the def2-TZVPD basis.

## Properties
Molar mass = 331.6 g/mol
E_tot = -20567.5191 eV
Max |F| = 1.66 eV/Å
Lowest unoccupied orbital energy = -0.030 eV
Orbital gap = 0.257 hartree
Highest occupied orbital energy = -7.014 eV
ΔE to the lowest compared entry with this formula, charge and spin = 0.0 kcal/mol

The geometry in ORCA input format:
```
! wB97M-V def2-TZVPD RIJCOSX def2/J DEFGRID3
* xyz 0 1
O 0.044 -2.168 1.826
H -1.606 3.550 -1.370
H 2.991 -0.418 -0.702
H 2.879 -2.301 -0.705
O 3.166 0.549 -0.614
Ba 0.730 0.126 0.606
H -0.031 2.346 -2.215
H -3.064 0.229 3.083
O -0.670 -1.368 -1.470
O -0.282 1.952 -1.376
H -1.774 2.362 -0.014
H -0.093 -3.451 3.415
C -0.703 -2.700 2.904
H 1.819 3.065 1.736
C -2.393 0.832 2.465
O 1.734 2.150 1.988
C -1.226 -0.941 -2.713
O -2.037 0.039 1.298
H -1.637 0.059 -2.641
H -2.856 1.759 2.129
H 0.466 -2.864 1.300
O 2.044 -1.982 -0.372
H 4.452 0.035 -2.106
C 3.889 0.916 -1.787
H -2.058 -1.609 -2.978
H -0.904 -1.929 3.646
H -1.520 1.018 3.087
H -0.242 -2.221 -1.604
H -1.650 -3.147 2.595
H 3.260 1.207 -2.633
H -2.869 -0.302 0.963
C -1.574 2.504 -1.070
H 4.546 1.741 -1.529
H -0.479 -1.012 -3.507
H -2.352 1.974 -1.632
*
```